{
  "formula": "C4H5N3",
  "method": "ωB97M-V with the def2-TZVPD basis set",
  "elements": ["C", "C", "C", "C", "N", "N", "N", "H", "H", "H", "H", "H"],
  "coordinates": [[-0.983, 1.030, -2.289], [0.124, 0.610, -1.563], [-0.428, -0.546, 1.872], [0.348, -0.340, 0.796], [-2.024, 1.110, -1.447], [-1.720, 0.635, -0.336], [-0.279, 0.265, -0.337], [-1.225, 1.364, -3.294], [1.146, 0.500, -1.770], [0.010, -0.892, 2.757], [-1.450, -0.247, 1.946], [1.366, -0.402, 0.694]],
  "mulliken_charge": [-0.555, -0.061, -0.712, -0.094, -0.439, -0.177, 0.303, 0.382, 0.389, 0.281, 0.323, 0.359],
  "multiplicity": 1,
  "mol_weight_g_mol": 95.1,
  "e_above_lowest_kj_mol": 293.3,
  "total_energy_ev": -8696.7727,
  "smiles": "C=Cn1ccnn1",
  "lumo_energy_ev": 0.68,
  "homo_lumo_gap_ha": 0.3561,
  "total_charge": 0
}



{
  "formula": "C41H78BN3O21PS2",
  "method": "ωB97M-V with the def2-TZVPD basis set",
  "elements": ["C", "C", "C", "C", "N", "C", "C", "C", "C", "P", "N", "O", "C", "N", "C", "C", "O", "C", "B", "C", "O", "C", "S", "S", "C", "C", "C", "H", "H", "H", "H", "H", "H", "H", "H", "H", "H", "H", "H", "H", "H", "H", "H", "H", "H", "H", "H", "H", "H", "H", "H", "H", "H", "H", "H", "H", "H", "H", "H", "H", "H", "H", "H", "H", "H", "H", "H", "H", "H", "C", "C", "C", "O", "C", "O", "O", "H", "H", "H", "H", "H", "H", "C", "C", "C", "O", "C", "O", "O", "H", "H", "H", "H", "H", "H", "C", "C", "C", "O", "C", "O", "O", "H", "H", "H", "H", "H", "H", "C", "C", "C", "O", "C", "O", "O", "H", "H", "H", "H", "H", "H", "C", "C", "C", "O", "C", "O", "O", "H", "H", "H", "H", "H", "H", "C", "C", "C", "O", "C", "O", "O", "H", "H", "H", "H", "H", "H"],
  "coordinates": [[-0.404, 6.057, -2.780], [-0.312, 4.508, -2.731], [-1.531, 3.772, -3.326], [-2.496, 3.210, -2.263], [-2.490, 1.725, -2.275], [-1.131, 1.287, -1.809], [-1.009, -0.098, -1.226], [0.511, -0.378, -0.954], [0.615, -1.307, 0.257], [2.411, -1.776, 0.794], [4.129, -2.305, 1.192], [3.117, -0.855, -0.569], [1.835, -2.815, 2.314], [0.372, -2.996, 2.524], [0.004, -2.826, 3.922], [2.278, -3.298, -0.424], [1.386, -4.334, 0.039], [0.895, -5.118, -1.016], [2.647, -0.095, 1.807], [3.744, 0.162, 2.949], [1.859, 1.061, 1.536], [-3.547, 1.283, -1.458], [-4.375, -0.066, -1.813], [-4.105, 2.187, 0.018], [-4.087, 0.987, 1.385], [-5.516, 0.576, 1.786], [-5.561, -0.879, 2.299], [-0.141, 6.506, -1.833], [0.269, 6.427, -3.547], [-1.386, 6.383, -3.063], [-0.134, 4.208, -1.706], [0.589, 4.241, -3.269], [-2.093, 4.501, -3.896], [-1.164, 2.972, -3.950], [-3.509, 3.552, -2.434], [-2.157, 3.583, -1.303], [-0.521, 1.281, -2.706], [-0.671, 1.996, -1.120], [-1.330, -0.860, -1.930], [-1.563, -0.224, -0.308], [0.872, -0.846, -1.859], [0.963, 0.583, -0.744], [0.048, -0.788, 1.031], [0.020, -2.179, -0.005], [4.816, -1.593, 0.992], [4.236, -2.676, 2.124], [3.770, -1.402, -1.026], [2.344, -3.778, 2.359], [2.190, -2.283, 3.203], [0.174, -3.956, 2.282], [0.583, -3.467, 4.596], [-1.054, -3.073, 4.012], [0.127, -1.803, 4.257], [3.268, -3.728, -0.558], [1.951, -2.948, -1.408], [-0.052, -4.733, -1.395], [0.743, -6.125, -0.626], [1.630, -5.175, -1.815], [4.117, -0.744, 3.405], [4.530, 0.828, 2.603], [3.222, 0.709, 3.739], [1.024, 1.028, 2.005], [-3.493, 0.115, 1.166], [-3.658, 1.484, 2.245], [-5.902, 1.245, 2.546], [-6.139, 0.690, 0.908], [-5.948, -0.938, 3.307], [-4.563, -1.302, 2.295], [-6.143, -1.482, 1.617], [-4.666, 7.558, 1.318], [-4.575, 6.849, -0.010], [-3.314, 6.046, -0.204], [-3.141, 6.090, -1.632], [-3.736, 7.223, -2.076], [-3.613, 7.661, -3.174], [-4.488, 7.788, -1.101], [-4.539, 6.855, 2.141], [-3.906, 8.336, 1.391], [-5.635, 8.046, 1.425], [-5.462, 6.230, -0.172], [-3.411, 5.019, 0.138], [-2.438, 6.500, 0.267], [-1.959, 0.715, 7.334], [-2.414, 1.089, 5.945], [-1.301, 1.205, 4.935], [-1.824, 2.177, 4.012], [-2.697, 2.954, 4.697], [-3.166, 3.965, 4.284], [-2.967, 2.421, 5.913], [-1.375, -0.205, 7.314], [-1.357, 1.513, 7.769], [-2.817, 0.565, 7.990], [-3.188, 0.397, 5.601], [-1.100, 0.266, 4.427], [-0.372, 1.591, 5.357], [4.095, 2.106, -0.221], [4.241, 3.052, -1.381], [5.158, 2.554, -2.470], [5.664, 3.782, -3.032], [5.614, 4.723, -2.060], [6.134, 5.792, -2.136], [4.905, 4.285, -1.000], [3.774, 1.117, -0.554], [5.041, 2.014, 0.320], [3.360, 2.485, 0.484], [3.258, 3.314, -1.782], [4.638, 1.973, -3.228], [5.997, 1.972, -2.086], [-5.299, -2.677, -7.265], [-6.218, -2.971, -6.104], [-6.127, -1.979, -4.969], [-6.482, -2.784, -3.835], [-6.157, -4.067, -4.129], [-6.143, -4.957, -3.346], [-5.851, -4.194, -5.447], [-5.457, -1.666, -7.639], [-4.256, -2.789, -6.966], [-5.476, -3.379, -8.080], [-7.249, -3.074, -6.455], [-6.819, -1.148, -5.077], [-5.118, -1.586, -4.818], [9.522, 0.834, -4.217], [9.131, 0.174, -2.917], [9.336, -1.323, -2.883], [8.325, -1.751, -1.964], [7.322, -0.834, -2.002], [6.257, -0.972, -1.510], [7.718, 0.273, -2.690], [10.553, 0.595, -4.479], [8.863, 0.512, -5.023], [9.428, 1.917, -4.139], [9.641, 0.658, -2.079], [10.322, -1.609, -2.524], [9.153, -1.799, -3.850], [-1.361, -8.627, 3.173], [-0.313, -7.567, 3.410], [1.087, -8.100, 3.611], [1.674, -7.104, 4.454], [0.671, -6.517, 5.151], [0.831, -5.783, 6.068], [-0.538, -6.882, 4.656], [-1.083, -9.265, 2.334], [-1.494, -9.242, 4.064], [-2.324, -8.168, 2.953], [-0.337, -6.824, 2.608], [1.644, -8.188, 2.681], [1.106, -9.060, 4.136]],
  "mulliken_charge": [-1.182, -0.286, -1.277, -1.050, 0.027, -0.719, 0.119, -0.065, -2.069, 2.851, -1.064, -0.640, -2.353, 0.281, -1.254, -1.566, -0.124, -0.943, 0.953, -1.012, -0.818, 0.144, -0.220, -0.253, 0.209, -0.302, -1.126, 0.270, 0.382, 0.167, 0.248, 0.384, 0.452, 0.595, 0.871, 0.630, 0.147, 0.309, 0.358, -0.120, 0.252, -0.133, 0.301, 0.760, 0.114, 0.243, 0.117, 0.311, 0.540, 0.162, 0.378, 0.416, 0.308, 0.458, 0.560, 0.294, 0.176, 0.377, 0.334, 0.279, 0.228, 0.121, 0.174, -0.415, 0.417, 0.284, 0.318, 0.291, 0.315, -1.475, 0.522, -0.232, -0.060, 0.562, -0.565, -0.373, 0.358, 0.365, 0.367, 0.261, 0.089, 0.208, -1.568, 0.739, -0.197, -0.186, 0.561, -0.594, -0.376, 0.376, 0.369, 0.375, 0.269, -0.093, 0.332, -1.038, 0.779, -0.304, -0.417, 0.606, -0.589, -0.432, 0.147, 0.277, 0.302, 0.158, 0.380, 0.197, -1.450, 0.523, -0.475, -0.275, 0.619, -0.537, -0.357, 0.365, 0.360, 0.364, 0.245, 0.315, 0.299, -1.437, 0.471, -0.517, -0.346, 0.570, -0.481, -0.243, 0.383, 0.342, 0.362, 0.233, 0.313, 0.308, -1.545, 0.802, -0.471, -0.332, 0.658, -0.540, -0.362, 0.380, 0.373, 0.363, 0.059, 0.320, 0.312],
  "multiplicity": 1,
  "mol_weight_g_mol": 1055.0,
  "total_energy_ev": -122885.9749,
  "lumo_energy_ev": 1.71,
  "homo_lumo_gap_ha": 0.1956,
  "total_charge": -1
}



{
  "formula": "C17H22N2O4",
  "method": "ωB97M-V with the def2-TZVPD basis set",
  "elements": ["C", "C", "C", "C", "O", "C", "C", "C", "C", "C", "C", "H", "H", "C", "H", "H", "C", "C", "O", "N", "C", "O", "N", "C", "O", "C", "H", "H", "H", "C", "H", "H", "H", "H", "H", "H", "H", "H", "H", "H", "H", "H", "H", "H", "H"],
  "coordinates": [[7.029, 1.581, 1.574], [5.739, 1.122, 0.734], [4.813, 2.268, 0.195], [3.708, 1.794, -0.477], [2.884, 1.156, 0.518], [1.892, 0.411, -0.027], [1.504, 0.412, -1.286], [0.199, 0.038, -1.846], [-0.515, -0.709, -0.938], [-0.135, -0.907, 0.446], [1.163, -0.317, 0.602], [1.519, -0.252, 1.710], [-0.732, -1.355, 1.296], [-1.847, -1.487, -1.401], [-2.148, -2.098, -0.608], [-1.669, -1.975, -2.262], [-3.016, -0.416, -1.194], [-2.942, 0.277, 0.035], [-2.523, 1.399, 0.062], [-3.595, -0.456, 0.931], [-4.543, -1.273, 0.739], [-4.930, -2.082, 1.583], [-4.844, -1.717, -0.688], [-4.145, -1.250, -1.704], [-4.714, -1.041, -2.996], [-6.073, -2.581, -0.815], [-6.932, -2.132, -0.173], [-5.807, -3.510, -0.465], [-6.012, -2.785, -1.802], [-3.535, 0.023, 2.384], [-2.676, 0.805, 2.267], [-4.423, 0.751, 2.682], [-3.381, -0.802, 2.939], [-2.749, 0.388, -2.022], [-0.101, 0.015, -2.768], [1.934, 1.031, -2.373], [3.118, 2.783, -0.922], [4.197, 0.915, -1.337], [5.540, 2.995, -0.355], [4.737, 2.747, 1.074], [6.229, 0.478, -0.061], [5.515, 0.245, 1.283], [7.800, 0.858, 1.920], [7.685, 2.390, 1.145], [6.781, 2.265, 2.406]],
  "mulliken_charge": [-1.339, -0.485, -0.924, -0.139, -0.330, 0.508, -0.161, -1.189, 0.907, -0.797, 0.075, 0.172, 0.349, -1.806, 0.496, 0.612, 0.659, 0.056, -0.576, 0.095, 0.458, -0.625, 0.065, 0.201, -0.683, -1.149, 0.241, 0.441, 0.517, -1.072, 0.335, 0.294, 0.444, 0.554, 0.691, 0.066, 0.258, 0.263, 0.292, 0.440, 0.299, 0.465, 0.340, 0.326, 0.354],
  "multiplicity": 1,
  "mol_weight_g_mol": 318.4,
  "e_above_lowest_kj_mol": 1262.2,
  "total_energy_ev": -29145.0498,
  "smiles": "CCCCOc1ccc(CC2C(=O)N(C)C(=O)N(C)C2=O)cc1",
  "lumo_energy_ev": -0.32,
  "homo_lumo_gap_ha": 0.3204,
  "total_charge": 0
}



{
  "formula": "C4H5N3O3",
  "method": "ωB97M-V with the def2-TZVPD basis set",
  "elements": ["C", "C", "C", "C", "N", "N", "N", "O", "O", "O", "H", "H", "H", "H", "H"],
  "coordinates": [[1.973, -1.111, 0.358], [2.698, -0.009, 0.081], [1.666, 1.147, -0.359], [-0.857, 0.840, -0.411], [0.648, -0.897, 0.234], [0.498, 0.483, 0.015], [4.077, -0.117, -0.017], [4.626, -1.177, 0.241], [1.723, 2.283, -0.721], [4.614, 0.882, -0.450], [2.237, -2.140, 0.658], [-0.840, 1.752, -1.170], [-1.426, 0.023, -0.850], [-1.381, 1.273, 0.409], [-0.039, -1.059, 0.941]],
  "mulliken_charge": [-0.205, -0.027, 0.356, -0.874, -0.369, 0.277, 0.910, -0.602, -0.580, -0.554, 0.449, 0.302, 0.326, 0.313, 0.278],
  "multiplicity": 1,
  "mol_weight_g_mol": 143.1,
  "e_above_lowest_kj_mol": 548.7,
  "total_energy_ev": -14837.1034,
  "smiles": "Cn1[nH]cc([N+](=O)[O-])c1=O",
  "lumo_energy_ev": -0.33,
  "homo_lumo_gap_ha": 0.3414,
  "total_charge": 0
}